Density functional theory data (ωB97M-V/def2-TZVPD) for C6H15BCsF4NO2 as an isolated structure.

Values from the calculation:
- HOMO level: -10.044 eV
- Frontier orbital gap: 9.51 eV
- Spin multiplicity: 1

```
30
C6H15BCsF4NO2, DFT ωB97M-V/def2-TZVPD
Cs 1.860 2.218 0.501
B 3.979 5.110 -0.355
F 4.645 5.465 -1.533
F 2.626 4.791 -0.531
F 4.589 3.919 0.129
F 4.167 6.159 0.556
C -0.634 -1.073 -2.888
O -0.515 -2.083 -1.887
C 0.801 -2.213 -1.350
C 1.049 -1.076 -0.349
N 0.037 -0.497 0.491
C -0.356 -1.443 1.568
C -1.699 -0.991 2.180
O -2.560 -0.436 1.225
C -3.932 -0.516 1.507
H -1.598 -0.578 -2.775
H -0.522 -1.502 -3.881
H 0.100 -0.277 -2.735
H 1.597 -2.303 -2.089
H 0.667 -3.141 -0.788
H 1.391 -0.226 -0.953
H 1.976 -1.272 0.204
H -0.869 -0.365 0.044
H 0.436 -1.703 2.266
H -0.639 -2.376 1.057
H -1.420 -0.309 2.993
H -2.217 -1.851 2.612
H -4.198 0.249 2.250
H -4.291 -1.461 1.920
H -4.469 -0.220 0.610
```